C72H216N36O12P12 | ωB97M-V/def2-TZVPD

Structure (XYZ):
```
348
Properties=species:S:1:pos:R:3
C 2.0403 -4.0762 -6.3026
N 1.0607 -3.2263 -6.9691
C 1.4593 -2.8684 -8.3606
P 0.4207 -1.9640 -6.0496
O -0.2614 -0.9661 -6.9678
N -0.4705 -2.7559 -4.8275
C -1.0466 -1.8881 -3.7028
C -1.5261 -3.7339 -5.2260
N 1.6665 -1.2201 -5.2349
C 2.2398 0.0242 -5.7686
C 2.4304 -1.7846 -4.1179
H 3.0365 -3.6446 -6.1800
H 2.1654 -4.9676 -6.8883
H 1.6882 -4.3082 -5.3376
H 0.6130 -2.2963 -8.7618
H 1.6171 -3.8058 -8.9346
H 2.3821 -2.2621 -8.3857
H -0.2160 -1.4069 -3.1991
H -1.7034 -1.1347 -4.0990
H -1.5567 -2.5340 -2.9911
H -2.4657 -3.2661 -5.5337
H -1.1368 -4.2345 -6.1098
H -1.6310 -4.5075 -4.4299
H 2.2118 0.8494 -5.0855
H 3.2906 -0.0915 -6.1053
H 1.7613 0.3613 -6.6620
H 3.5090 -1.8158 -4.3460
H 2.1286 -2.8226 -3.9602
H 2.3122 -1.2024 -3.2117
C 4.5461 4.3318 2.3370
N 4.1094 3.2836 3.3406
C 4.6555 1.8993 3.1846
P 3.5923 3.8670 4.8271
O 2.8033 5.1053 4.5766
N 2.6727 2.6078 5.3862
C 3.2582 1.4639 6.0223
C 1.2054 2.4445 5.1227
N 4.9492 3.9160 5.9092
C 4.7674 4.3981 7.2768
C 6.2681 4.1463 5.3308
H 5.6206 4.3986 2.1890
H 4.1923 5.2773 2.7514
H 4.0455 4.1339 1.3623
H 3.8743 1.1883 3.4089
H 5.5230 1.5897 3.7998
H 5.0531 1.7293 2.1469
H 4.3482 1.6347 6.0512
H 2.8886 1.3471 7.0309
H 3.1109 0.5185 5.4886
H 1.0044 1.6200 4.4758
H 0.5873 2.2821 6.0218
H 0.8801 3.4123 4.6366
H 4.5624 5.4643 7.2277
H 3.9477 3.9589 7.8435
H 5.7323 4.2240 7.7363
H 6.4170 5.1778 5.1094
H 6.3445 3.5707 4.4126
H 7.0453 3.7867 6.0316
C -3.3537 -5.2280 5.8798
N -3.8955 -4.3091 4.8932
C -2.9347 -3.4252 4.2599
P -5.2248 -4.8263 3.8667
O -4.8928 -5.9288 2.9227
N -6.5862 -5.1988 4.9063
C -7.0073 -6.6217 4.9613
C -6.8175 -4.4198 6.0743
N -5.6088 -3.3682 3.1496
C -6.5195 -3.4959 1.9794
C -5.6730 -2.0833 3.9163
H -4.1529 -5.6457 6.5288
H -2.7279 -4.7115 6.5776
H -2.8055 -6.0653 5.4217
H -2.7079 -2.6104 4.9459
H -3.2979 -2.9924 3.3161
H -2.0154 -4.0113 3.9732
H -6.6747 -7.1415 4.0851
H -6.6419 -7.2196 5.8164
H -8.0949 -6.6187 5.0284
H -6.2041 -4.8028 6.9108
H -6.5636 -3.3734 5.9035
H -7.8799 -4.3877 6.4080
H -7.5540 -3.4038 2.3605
H -6.2916 -2.7043 1.3388
H -6.4497 -4.4767 1.5083
H -5.4916 -1.2504 3.2159
H -5.0225 -2.1653 4.7745
H -6.7123 -2.0066 4.3267
C -9.4083 -0.6566 -1.8582
N -7.9439 -0.3085 -2.2462
C -7.8442 0.8160 -3.1989
P -6.8980 -1.6359 -2.5246
O -7.0914 -2.7136 -1.4704
N -6.9330 -2.1378 -4.1441
C -5.9429 -3.0262 -4.7225
C -8.2455 -2.2319 -4.8296
N -5.3421 -1.0040 -2.5009
C -4.6374 -0.9480 -1.2097
C -4.5005 -0.5663 -3.5872
H -9.9943 -0.9078 -2.7720
H -9.9245 0.1534 -1.3207
H -9.2580 -1.5543 -1.2288
H -6.7584 1.0050 -3.4193
H -8.2461 1.7193 -2.8253
H -8.3471 0.6338 -4.1538
H -6.3687 -4.0123 -4.9546
H -5.3962 -2.6006 -5.5843
H -5.1673 -3.1589 -3.9475
H -8.1281 -2.5558 -5.8671
H -8.9260 -2.8666 -4.2139
H -8.7170 -1.2751 -4.9708
H -5.2337 -1.4195 -0.4052
H -3.7156 -1.5446 -1.3611
H -4.5218 0.0933 -0.9594
H -4.9316 -0.9278 -4.5172
H -3.4671 -0.9252 -3.4473
H -4.4709 0.5132 -3.6870
C 4.9111 -1.5739 7.2491
N 3.6279 -2.2621 7.2399
C 2.7709 -2.2273 8.4113
P 3.1098 -2.7502 5.7170
O 3.2729 -1.8174 4.5633
N 3.7460 -4.3125 5.5334
C 3.5194 -4.9950 4.2609
C 4.6839 -5.0556 6.5330
N 1.5322 -3.1207 6.0172
C 0.5702 -2.0099 5.6075
C 0.9462 -4.4096 6.2800
H 5.4084 -1.6715 6.2450
H 5.5132 -1.9537 8.0766
H 4.8212 -0.4943 7.4432
H 2.5635 -3.2640 8.7080
H 1.8263 -1.6691 8.2811
H 3.3013 -1.9140 9.2860
H 4.4131 -5.0244 3.6349
H 3.1932 -6.0464 4.3278
H 2.7169 -4.5247 3.7367
H 4.3457 -4.9686 7.5598
H 4.6663 -6.1589 6.3499
H 5.7027 -4.6726 6.3190
H 1.1268 -1.0441 5.6948
H 0.1339 -2.1308 4.6050
H -0.2768 -1.9009 6.3099
H 1.7599 -5.1518 6.4060
H 0.2945 -4.7759 5.4714
H 0.3147 -4.3636 7.1744
C 5.9602 -0.0304 0.4357
N 6.2632 -1.1365 -0.4634
C 7.4959 -0.9287 -1.3023
P 6.2766 -2.8026 0.0508
O 7.0015 -3.5724 -0.9760
N 7.0330 -2.8470 1.5545
C 6.3473 -2.3066 2.8134
C 8.3915 -3.2975 1.8880
N 4.6225 -3.0900 0.4585
C 4.3895 -4.4523 0.9530
C 3.5966 -2.7036 -0.5539
H 5.0550 -0.2326 1.0202
H 5.8805 0.9025 -0.1463
H 6.7338 0.1585 1.1656
H 7.6642 0.1409 -1.4515
H 7.3623 -1.4471 -2.2330
H 8.4229 -1.2833 -0.8299
H 6.6001 -3.0710 3.5638
H 6.8040 -1.3387 3.1101
H 5.2788 -2.2189 2.6900
H 8.3189 -4.1904 2.5471
H 8.9703 -3.5459 0.9820
H 8.9330 -2.5193 2.4615
H 4.6412 -4.5966 2.0065
H 3.3095 -4.5513 1.0280
H 4.8652 -5.2440 0.3667
H 3.9571 -1.7715 -1.0266
H 2.6635 -2.4439 -0.0495
H 3.4276 -3.5197 -1.2541
C 4.3236 4.7910 -4.8093
N 5.5939 4.5797 -3.9855
C 6.6512 5.3895 -4.5221
P 5.9781 2.8856 -3.7057
O 6.2624 2.0536 -4.8554
N 7.3824 3.0024 -2.7183
C 8.7096 2.6634 -3.3260
C 7.5398 3.8042 -1.4409
N 4.7547 2.2864 -2.7874
C 4.5147 0.8188 -2.9358
C 3.9504 3.0419 -1.8331
H 4.3002 4.3173 -5.8167
H 4.1600 5.8845 -4.7608
H 3.5879 4.2243 -4.2719
H 6.9237 5.2050 -5.5477
H 7.5723 5.2728 -3.9317
H 6.3519 6.4063 -4.4512
H 9.2095 1.9105 -2.6713
H 8.5161 2.2504 -4.3398
H 9.3628 3.5217 -3.3821
H 8.1624 3.1906 -0.7258
H 8.1951 4.6814 -1.6298
H 6.5946 3.9827 -0.9773
H 3.6010 0.5542 -2.3493
H 4.3874 0.5175 -3.9976
H 5.3128 0.2637 -2.4962
H 4.2357 4.0899 -1.8865
H 4.0786 2.7835 -0.7688
H 2.8838 2.8951 -2.0150
C -1.7911 1.0826 -0.9882
N -0.3641 1.1328 -0.5770
C 0.5304 1.5799 -1.6678
P 0.1538 -0.2558 0.2822
O 0.2233 -1.4018 -0.6872
N 1.4785 0.1984 1.1514
C 2.0540 -0.8688 2.0401
C 1.8943 1.5415 1.3681
N -1.1039 -0.5382 1.3784
C -1.3248 0.2056 2.6728
C -1.9643 -1.6968 1.1626
H -2.5272 0.8420 -0.2218
H -1.8923 0.3108 -1.7791
H -2.0494 1.9740 -1.5618
H 0.6023 0.9140 -2.4963
H 1.5141 1.6306 -1.2378
H 0.3701 2.6300 -1.9367
H 1.7014 -1.8682 1.7598
H 3.1472 -0.8785 2.0087
H 1.8335 -0.6085 3.0682
H 1.1320 2.2427 1.0928
H 2.1252 1.6658 2.4513
H 2.7768 1.8172 0.7794
H -2.1990 0.7952 2.5994
H -1.2985 -0.4386 3.5599
H -0.5132 0.9493 2.7871
H -1.5214 -2.4201 0.4941
H -2.9763 -1.4721 0.7954
H -2.0133 -2.2271 2.0978
C 3.8442 7.0213 -1.0256
N 2.3952 7.0321 -1.2642
C 1.8492 8.2649 -1.7652
P 1.4402 5.8315 -0.4434
O 2.0657 4.5507 -0.1693
N 0.9176 6.6008 0.9474
C 1.1555 5.8884 2.2321
C 0.3178 7.9467 1.0087
N 0.1067 5.8746 -1.5022
C -1.1969 5.4709 -0.9252
C 0.2042 5.5851 -2.9249
H 4.1724 7.8881 -0.5015
H 4.3461 6.8511 -2.0233
H 4.1101 6.0957 -0.5055
H 0.7640 8.1863 -1.8826
H 2.0965 8.3372 -2.8480
H 2.1733 9.1865 -1.2401
H 1.8709 5.0967 2.0311
H 1.7390 6.4870 2.9135
H 0.2817 5.3860 2.6600
H -0.1226 8.1951 0.0493
H -0.4813 7.9223 1.7728
H 1.0131 8.6319 1.4537
H -1.1936 5.6974 0.1606
H -2.0308 5.9888 -1.3924
H -1.3311 4.3778 -1.0892
H 1.1594 5.0573 -3.1461
H 0.1840 6.4620 -3.5816
H -0.6259 4.9130 -3.1880
C -4.8226 2.9721 -7.5937
N -4.8473 2.9128 -6.0837
C -5.9624 2.3494 -5.3954
P -3.3746 3.1337 -5.3338
O -3.6186 3.2161 -3.8555
N -2.2910 1.9185 -5.8994
C -2.8005 0.5368 -6.2609
C -1.1267 1.7303 -4.9834
N -2.5857 4.4895 -5.9330
C -1.4623 4.5922 -6.8486
C -3.1705 5.8130 -5.5712
H -5.5215 3.6953 -7.9558
H -5.1499 1.9642 -7.8736
H -3.8167 3.2452 -7.9792
H -6.0402 1.3011 -5.5321
H -6.8973 2.7574 -5.8475
H -5.8800 2.6518 -4.3541
H -1.9767 -0.1280 -6.5740
H -3.3335 0.1156 -5.3989
H -3.4193 0.5271 -7.1208
H -1.3769 0.9535 -4.2435
H -0.2625 1.4209 -5.5831
H -0.9498 2.6800 -4.4199
H -0.9132 5.4671 -6.6092
H -0.8332 3.7255 -6.7765
H -1.8381 4.6898 -7.8598
H -2.4215 6.5940 -5.3951
H -3.7487 5.7390 -4.6566
H -3.8929 6.1212 -6.3245
C 0.3473 -9.2232 -1.1895
N 0.0846 -8.3511 -0.0255
C -0.3795 -9.0664 1.1743
P 0.6107 -6.7818 -0.0427
O 2.1070 -6.7163 -0.0684
N -0.2407 -6.1490 -1.3512
C 0.2409 -4.7992 -1.7829
C -1.6237 -6.4735 -1.8162
N -0.0965 -5.9914 1.2878
C -1.5529 -5.8269 1.5224
C 0.6989 -5.7377 2.4793
H 0.6375 -8.6097 -2.0225
H -0.5763 -9.7750 -1.4121
H 1.1257 -9.9683 -0.9630
H 0.4356 -9.6359 1.6523
H -1.1676 -9.7541 0.8653
H -0.8744 -8.3584 1.8468
H 1.3466 -4.8930 -1.8554
H -0.1404 -4.5503 -2.7841
H -0.0814 -4.0142 -1.1260
H -1.6309 -6.4565 -2.9576
H -1.9665 -7.4772 -1.5035
H -2.3421 -5.6913 -1.4615
H -1.7356 -4.7510 1.5076
H -2.1970 -6.3708 0.8430
H -1.9072 -6.1636 2.5082
H 1.7435 -6.1067 2.2937
H 0.3498 -6.2387 3.4030
H 0.7235 -4.6099 2.5676
C -7.2072 4.9948 1.5330
N -6.6169 3.8145 2.1950
C -7.5107 2.9866 3.0452
P -5.1660 3.1598 1.7239
O -5.0894 1.7334 2.0068
N -4.8983 3.4655 0.0863
C -4.4878 4.7052 -0.5766
C -5.3147 2.5473 -0.8915
N -4.1218 4.2488 2.5108
C -2.6835 4.0393 2.2928
C -4.4088 4.8572 3.8584
H -8.0571 4.6868 0.9179
H -6.4857 5.4679 0.8783
H -7.5893 5.6663 2.2879
H -6.9819 2.0509 3.1347
H -8.3929 2.8418 2.4273
H -7.7128 3.5140 3.9796
H -3.7850 5.2393 0.0697
H -3.9604 4.4476 -1.5334
H -5.2892 5.3853 -0.9117
H -4.5948 2.2716 -1.6462
H -5.7502 1.7388 -0.3136
H -6.1263 2.9809 -1.4772
H -2.2275 5.0375 2.3021
H -2.2765 3.4110 3.0631
H -2.5048 3.6435 1.3103
H -5.4110 5.1955 4.0651
H -3.7116 5.6738 3.9794
H -4.2046 4.1287 4.6259
```

Computed properties:
ΔE to the lowest compared entry with this formula, charge and spin: 205.1 kJ/mol
largest force on an atom: 4.77 eV Å⁻¹
LUMO: 0.44 eV
SMILES string: CN(C)P(=O)(N(C)C)N(C)C.CN(C)P(=O)(N(C)C)N(C)C.CN(C)P(=O)(N(C)C)N(C)C.CN(C)P(=O)(N(C)C)N(C)C.CN(C)P(=O)(N(C)C)N(C)C.CN(C)P(=O)(N(C)C)N(C)C.CN(C)P(=O)(N(C)C)N(C)C.CN(C)P(=O)(N(C)C)N(C)C.CN(C)P(=O)(N(C)C)N(C)C.CN(C)P(=O)(N(C)C)N(C)C.CN(C)P(=O)(N(C)C)N(C)C.CN(C)P(=O)(N(C)C)N(C)C
M: 2150.4 g/mol
gap between HOMO and LUMO: 8.456 eV

Löwdin population analysis, charges in e, atoms 1 to 4: -0.12, -0.30, -0.10, 0.59

=====

C25H32F4N2O10S | ωB97M-V/def2-TZVPD

Structure (XYZ):
```
74
Properties=species:S:1:pos:R:3
C -0.8350 0.7662 2.2062
O -0.8152 -0.6465 2.2627
C 0.4660 -1.1837 1.9631
C 0.7847 -1.1161 0.4651
C 1.9215 -0.1176 0.1438
C 1.5834 0.7651 -1.0452
C 2.6398 1.7943 -1.4764
C 3.1622 2.6721 -0.3741
C 2.6454 3.8908 -0.0183
C 1.4323 4.4148 -0.7679
F 1.6414 4.4713 -2.1001
F 1.0255 5.6299 -0.4043
F 0.3799 3.5875 -0.5681
C 3.2336 4.6276 1.0780
F 2.7123 5.7994 1.4297
C 4.2866 4.2009 1.7956
C 4.8586 2.9582 1.4466
N 5.9043 2.3609 2.0124
S 6.1196 0.9878 1.1962
N 4.9437 1.0744 0.1336
C 4.2907 2.2167 0.3659
H -1.7075 1.1059 2.7590
H 0.0498 1.2083 2.6732
H -0.9103 1.1073 1.1697
H 0.4602 -2.2076 2.3333
H 1.2143 -0.6377 2.5477
H -0.1225 -0.8982 -0.0975
H 1.1138 -2.1040 0.1471
H 2.0350 0.5156 1.0273
H 2.8502 -0.6555 -0.0312
H 0.6855 1.3260 -0.7737
H 1.3452 0.1510 -1.9125
H 3.4976 1.2682 -1.8944
H 2.1970 2.3949 -2.2637
H 4.6762 4.7863 2.6137
C 2.6708 -6.5588 -0.3883
C 2.4479 -5.6356 -1.5586
C 3.6216 -5.4630 -2.4988
O 3.4040 -4.1438 -3.0159
C 2.7109 -3.4462 -2.0867
O 2.5265 -2.2741 -2.1149
O 2.2570 -4.2761 -1.1168
H 1.8984 -6.4093 0.3647
H 2.6410 -7.5975 -0.7160
H 3.6360 -6.3673 0.0823
H 1.5516 -5.9264 -2.1131
H 3.6496 -6.1837 -3.3115
H 4.5760 -5.4725 -1.9671
C -5.9760 -1.3760 4.1466
C -5.8540 -0.3860 3.0168
C -4.7198 -0.6301 2.0452
O -4.4342 0.6966 1.5801
C -4.7858 1.5616 2.5613
O -4.4951 2.7123 2.5836
O -5.5079 0.9236 3.5121
H -6.6199 -0.9793 4.9303
H -6.4027 -2.3110 3.7848
H -5.0012 -1.5836 4.5895
H -6.8041 -0.2922 2.4831
H -4.9822 -1.2712 1.2078
H -3.8261 -1.0209 2.5381
C -1.6523 2.2678 -2.2061
C -2.7064 1.6934 -3.1156
C -4.0454 1.4095 -2.4703
O -4.5430 0.3262 -3.2681
C -3.4742 -0.3378 -3.7732
O -3.5284 -1.3912 -4.3171
O -2.3405 0.3724 -3.5661
H -0.6651 2.1825 -2.6567
H -1.8535 3.3188 -2.0063
H -1.6310 1.7303 -1.2569
H -2.8328 2.3175 -4.0050
H -4.7386 2.2459 -2.4991
H -3.9366 1.0599 -1.4407
```

Computed properties:
largest force on an atom: 0.92 eV Å⁻¹
LUMO: -0.79 eV
M: 628.6 g/mol
gap between HOMO and LUMO: 8.418 eV

Löwdin population analysis, charges in e, atoms 1 to 4: -0.09, -0.20, -0.22, -0.15